# 1
20
Properties=species:S:1:pos:R:3:forces:R:3:mulliken_charge:R:1 method="wB97M-V/def2-TZVPD" largest_force_ha_per_bohr=0.066 smiles="C=CC[C@H](C)N.O" de_lowest_kj_mol=209.8 homo_energy_ev=-9.5 energy_ev=-8931.83613
C -0.0490 1.4320 -0.2402 -0.529 -0.487 -1.155 -0.64
C 1.9645 2.2938 1.1618 0.470 -0.134 -2.035 -0.81
H -1.0407 -1.3804 -2.2001 0.193 0.186 0.236 0.40
H 0.8404 -0.5067 -0.9957 0.595 1.259 -0.395 0.21
C -0.1062 0.0318 -0.8838 0.067 -2.693 2.078 0.63
H -1.0498 1.5407 0.2226 0.252 0.318 -0.541 0.27
O 0.1447 -3.4370 1.8717 -1.260 -0.472 -0.987 -0.65
N -0.6270 -0.9604 0.1863 -1.148 0.252 0.378 -0.66
H 2.5484 2.3766 2.0690 -0.558 -0.197 0.259 0.29
H 0.0554 2.1618 -1.0478 0.298 0.241 0.295 0.43
H -0.1906 -3.0616 1.0327 0.864 0.822 0.250 0.30
H -0.6632 -0.5687 1.1342 0.714 0.062 -0.421 0.23
H -1.9150 0.1235 -2.1169 -0.127 0.087 0.407 0.35
H -0.5250 -4.1392 1.9022 0.464 -0.225 0.768 0.31
H 2.4209 2.7881 0.3016 0.070 0.088 0.155 0.23
H 0.3792 1.2210 1.8469 0.604 -0.518 -0.492 0.15
H -1.6248 -1.1739 0.0787 0.271 0.190 -0.618 0.25
C -0.9048 -0.2938 -2.1197 -1.003 0.317 -1.206 -1.58
H -0.5464 0.0025 -3.1206 0.575 0.198 0.655 0.35
C 0.8893 1.5500 0.9170 -0.814 0.705 2.369 -0.06

---

# 2
163
Properties=species:S:1:pos:R:3:forces:R:3:mulliken_charge:R:1 method="wB97M-V/def2-TZVPD" largest_force_ha_per_bohr=0.061 total_charge=+5 de_lowest_kj_mol=269.9 homo_energy_ev=-17.3 energy_ev=-141489.34292
H -2.8628 15.5992 24.2785 -0.120 -0.158 -0.039 0.31
H -5.8214 13.7230 24.3914 0.041 0.627 -0.085 0.34
H -9.1436 12.2040 5.9482 -0.362 0.276 -0.254 0.34
C -11.5508 16.8302 12.3395 0.786 0.678 1.687 -0.93
H -11.7600 4.8647 21.0880 0.431 -0.468 0.092 0.30
H -14.8086 1.9357 23.7104 -0.244 0.429 0.067 0.49
O -5.0261 14.9304 19.6649 1.080 -0.895 0.198 -0.32
H -13.4351 14.7611 20.3825 -0.036 -0.007 -0.367 0.37
H -13.1813 3.2704 28.1235 0.369 -0.044 -0.662 0.37
C -5.8092 13.8560 23.3096 0.093 -1.149 -0.858 -1.01
H -7.0243 15.0917 19.7412 -0.482 -0.237 -0.199 0.49
H -3.6557 16.0408 21.8952 -0.006 0.190 0.320 0.51
H -5.7070 11.5104 4.1791 0.349 0.030 -0.060 0.35
H -10.8311 6.1027 21.8352 -0.362 0.587 0.455 0.30
H -10.0887 20.0633 12.5014 -0.643 -0.095 0.528 0.45
H -14.1196 15.0662 21.9345 -0.292 -0.244 0.146 0.41
H -13.1693 16.3828 8.9805 0.228 0.035 -0.798 0.34
H -11.7257 1.9719 23.5824 -0.188 0.062 -0.441 0.28
C -6.2789 15.6792 21.5845 1.494 -1.118 -0.030 -0.81
H -15.9382 3.8985 25.2779 0.144 -0.163 -0.070 0.34
F -11.7186 11.3352 15.1540 1.102 -0.157 2.289 -0.53
H -6.4927 13.7138 20.6760 0.583 -0.425 -0.269 0.40
F -9.4321 11.7792 16.1632 -1.099 -0.831 0.771 -0.50
H -15.5913 14.1255 18.3629 0.205 0.282 -0.299 0.37
H -6.7608 13.5230 22.8953 -0.157 0.486 0.149 0.32
H -6.6283 10.9260 6.8593 -0.196 0.154 0.067 0.26
H -10.7450 16.2597 11.8777 0.195 0.748 -0.534 0.50
C -12.7128 1.5192 23.4881 -0.473 0.567 0.585 -1.21
H -5.3131 13.0855 18.7010 0.118 -0.138 0.243 0.37
H -14.8823 1.6131 25.9588 0.103 -0.018 0.322 0.41
C -8.9912 18.6990 11.3633 -1.519 0.370 0.152 -1.19
H -0.9493 9.3186 13.1607 -0.491 0.071 -0.059 0.31
C -7.1157 9.9130 4.5825 0.956 -1.067 0.504 -0.59
H -12.8157 0.9892 22.5412 -0.112 0.613 -0.281 0.43
H -8.1334 18.7054 12.0357 -0.335 -0.177 0.315 0.35
N -10.9870 18.1319 13.0252 -0.215 1.164 0.366 -0.03
H -14.5349 16.1088 20.6345 -0.380 -0.178 -0.267 0.37
N -13.8391 3.2581 25.1111 0.917 -0.037 0.694 -0.02
O -2.0781 7.8571 14.1753 -0.612 -1.156 0.672 -0.34
H -9.6723 8.5791 8.5878 -0.014 -0.329 0.077 0.31
H -13.7622 18.7878 15.2928 -0.097 0.369 -0.822 0.39
N -5.3856 15.1898 22.7919 -0.461 1.178 -0.719 0.33
H -14.2945 2.0576 28.4693 -0.473 -0.147 -0.320 0.41
H -9.2550 17.0745 13.6085 0.005 -0.026 0.166 0.42
H -11.6555 3.2214 25.1562 -0.309 -0.054 -0.321 0.51
H -6.6812 16.2388 24.1419 -0.187 -0.247 -0.363 0.47
C -10.3725 19.1445 11.9882 1.700 -0.924 0.156 -0.49
C -7.5934 10.4312 6.9686 -0.354 -0.262 -0.423 -0.54
C -16.3321 14.2515 19.1525 2.129 -1.076 2.060 -0.64
H -13.3260 18.0926 8.3382 0.921 0.104 0.419 0.28
H -11.8261 16.1345 13.1322 -0.176 0.393 0.480 0.56
C -5.6428 10.4986 4.5794 -1.876 0.463 -0.126 -1.20
H -14.8841 4.8968 24.2457 -0.063 0.306 0.398 0.47
C -6.2089 14.7179 20.3606 -1.347 1.841 0.733 -0.60
F -12.4759 10.5264 17.4631 0.116 0.442 -0.255 -0.48
H -6.0623 6.5605 15.0581 0.302 -0.245 0.251 0.43
O -17.1983 13.1723 19.1500 -0.895 -0.409 -0.223 -0.34
H -11.1118 19.3830 11.2236 0.008 -0.435 0.175 0.49
H -7.9391 10.8439 9.0688 0.271 0.204 -0.018 0.47
H -12.4000 4.2203 26.3195 -0.121 0.393 -0.089 0.46
C -14.3624 15.0590 20.8719 0.202 -0.414 -0.588 -1.37
H -0.3411 7.6990 12.9165 -0.650 -0.578 -0.277 0.35
N -8.2166 10.4072 5.5320 0.944 1.166 -0.728 0.33
C -12.4353 3.9761 25.2578 -0.264 0.001 0.950 -0.83
C -8.5523 11.9126 5.0801 -1.023 -0.509 2.066 -0.49
H -2.6021 6.7717 12.4782 0.483 -0.600 0.146 0.42
C -12.0922 18.9846 13.7609 -0.504 -1.116 1.005 -0.46
H -9.2634 8.5225 5.9897 0.180 0.473 0.438 0.29
H -18.4459 14.1019 17.8043 -0.199 -0.066 -0.113 0.32
H -10.1391 11.5605 3.5555 -0.490 0.383 0.692 0.32
C -11.7366 5.5102 21.9660 -0.412 -1.396 -0.533 -0.87
H -3.7316 14.4023 21.5466 -0.689 -0.397 0.378 0.47
C -5.6152 16.2355 23.9147 -0.280 -0.606 -0.300 -0.50
H -8.6279 11.8374 2.9778 0.290 0.567 -0.358 0.36
C -10.1525 9.4787 8.9728 1.530 -0.234 -0.414 -0.76
C -3.8819 15.0904 22.3785 0.015 1.141 0.054 -0.66
H -9.7977 9.6045 9.9957 -0.032 0.345 0.069 0.33
C -12.7640 17.0586 11.5081 0.119 -0.446 -0.604 -0.51
H -5.9118 16.6590 21.2786 0.296 -0.157 0.115 0.42
C -14.0854 2.8176 27.7165 -0.442 -0.035 -1.098 -1.18
H -5.0846 13.1416 22.9189 -0.085 -0.089 0.114 0.46
As -10.9484 11.1228 16.8297 -0.949 -0.319 -0.236 2.03
C -2.9669 14.7895 23.5564 -0.099 -0.639 -0.230 -1.23
H -3.3756 8.2171 12.6755 -1.185 0.075 0.329 0.49
H -7.5235 9.9554 3.5725 -0.030 0.155 0.128 0.44
C -12.8990 18.2538 14.8957 0.953 -0.522 0.025 -1.28
H -10.3558 17.3906 14.9726 -0.042 0.159 -0.196 0.39
C -13.8962 2.5312 23.7419 0.776 -0.209 0.657 -0.27
N -14.9928 12.6649 20.7657 -1.372 0.809 -0.820 -0.28
H -13.2100 17.2455 14.6224 -0.235 0.115 -0.272 0.29
C -3.0470 7.3680 13.2748 0.273 -0.143 -0.494 -0.70
H -14.4025 17.3993 9.4890 -0.081 0.527 0.647 0.34
H -16.7364 15.2634 19.1218 -0.463 -0.073 0.005 0.44
H -10.2961 10.0122 5.6868 0.124 -0.369 0.364 0.35
C -18.0827 13.0960 18.0148 -0.158 0.201 0.102 -0.74
F -10.3062 10.9498 18.5228 0.030 0.087 -1.774 -0.52
H -12.7551 6.0440 24.4987 -0.789 -0.243 -0.959 0.40
H -16.1596 14.3376 21.4356 -0.949 -0.817 -0.466 0.28
H -8.8005 19.5312 10.6856 0.125 -0.324 -0.433 0.42
C -4.7904 14.0322 18.5647 -0.776 0.285 -0.083 -0.80
H -5.2288 18.2914 24.5237 -0.138 -0.380 0.292 0.41
H -9.4934 13.2589 3.5885 0.020 -0.167 0.374 0.38
H -5.0897 9.8783 3.8741 -0.017 0.061 0.076 0.40
H -5.2222 14.4803 17.6698 0.154 0.046 -0.173 0.30
C -4.1419 6.4774 13.9844 0.178 0.803 -0.439 0.21
O -11.7001 4.6469 23.1100 -1.323 0.519 -0.567 -0.24
H -13.1145 1.5242 26.3747 -0.007 0.005 -1.065 0.31
C -9.2849 12.2039 3.7666 1.206 -1.916 -0.539 -1.23
H -14.2871 12.4553 20.0742 0.831 0.111 -0.159 0.32
H -1.9746 14.4928 23.2167 0.071 0.524 -0.365 0.44
C -13.3503 17.4337 9.2063 -0.428 -1.421 0.915 -0.85
H -7.2783 15.8501 21.9844 -0.013 -0.518 -0.049 0.43
C -8.4161 11.0769 8.1168 -0.852 -1.382 -1.186 -0.81
C -0.8756 8.3342 13.6229 1.413 0.610 -0.036 -0.80
H -9.5419 9.0951 4.3968 0.363 0.403 -0.196 0.41
H -18.9171 12.4387 18.2592 0.117 0.190 0.275 0.26
H -14.6744 12.5068 21.7110 0.415 0.163 0.250 0.37
H -11.2225 9.2717 8.9941 0.035 0.746 -0.390 0.27
H -4.6794 5.8605 13.2643 0.359 0.174 -0.443 0.33
H -9.2960 18.6946 14.2804 -0.403 0.086 0.031 0.35
H -3.7254 13.8531 18.4170 -0.088 0.233 0.255 0.27
H -8.4370 12.1475 7.9132 -0.276 0.035 0.505 0.39
C -13.9917 2.1619 26.2651 0.353 2.187 1.364 -0.30
H -11.5315 19.7924 14.2313 -0.093 0.105 -0.377 0.50
H -2.5604 5.7624 15.2764 0.290 0.563 0.443 0.34
O -12.4315 17.7051 10.3078 -0.709 0.841 -0.681 -0.28
C -12.0741 5.2008 24.3829 1.102 -1.022 -0.334 -0.67
H -7.6229 12.4663 5.2136 0.167 -0.266 -0.432 0.48
C -9.9053 17.8144 14.0751 -0.425 -0.575 -1.244 -1.01
O -9.7555 10.5654 8.0992 -0.643 0.604 0.320 -0.29
C -15.5642 14.0955 20.5553 1.267 1.566 0.309 0.19
H -12.3358 18.1083 15.8175 0.552 0.057 -0.164 0.38
H -13.5435 17.5415 12.0975 -0.164 0.354 -0.150 0.33
H -4.0214 4.9345 15.4301 -0.182 0.048 0.639 0.34
H -13.1262 16.0425 11.3515 -0.253 -0.236 -0.411 0.47
H -3.1034 4.7351 14.1382 0.511 -0.451 -0.193 0.36
F -11.4472 12.7563 17.3324 0.290 -0.601 -0.633 -0.51
H -15.7043 11.9736 20.5756 -0.839 -0.221 -0.092 0.36
C -5.2138 7.1868 14.7824 0.450 0.618 0.145 -1.48
H -5.6791 18.2821 22.8822 -0.782 -0.701 -0.098 0.35
H -0.1393 8.4397 14.4196 -0.375 0.055 0.329 0.28
H -7.0382 8.8569 4.8408 0.021 -0.139 -0.125 0.52
H -13.9533 3.4176 23.1101 0.220 -0.707 -0.766 0.32
H -5.1107 10.5415 5.5298 -0.214 -0.293 -0.038 0.33
H -3.2713 13.8500 24.0178 -0.289 0.203 0.493 0.32
H -4.7527 7.6859 15.6346 -0.316 0.002 0.202 0.37
H -14.7902 4.9638 26.1024 0.173 0.131 -0.422 0.44
F -10.5954 9.4156 16.4754 0.454 1.605 0.032 -0.49
C -14.9617 4.3764 25.2003 1.124 -1.941 -0.243 -1.10
H -9.0715 17.7476 10.8374 0.152 0.188 -0.161 0.31
H -5.2023 15.6674 24.7483 0.603 1.093 0.351 0.51
C -9.4061 9.4415 5.4213 0.022 0.913 -0.508 -0.88
H -4.1451 17.7626 23.3050 0.255 -0.381 0.229 0.33
H -7.3783 9.3847 7.1851 -0.123 -0.069 -0.056 0.45
N -3.3933 5.4289 14.8126 -0.544 -0.007 -1.131 -0.27
H -14.8397 3.6044 27.7278 -0.220 -0.313 0.308 0.31
H -5.6534 7.9623 14.1551 0.170 0.058 -0.069 0.37
H -11.1303 5.6809 24.6415 0.104 -0.317 1.387 0.44
H -12.7232 5.9532 21.8301 0.236 0.987 0.580 0.35
H -12.7244 0.6799 24.1834 -0.301 0.200 0.390 0.38
H -17.6212 12.6783 17.1200 0.452 0.101 0.086 0.30
H -12.8231 19.3580 13.0436 0.529 0.070 -0.262 0.48
C -5.1806 17.6671 23.6315 1.272 0.436 0.022 -1.30

---

# 3
14
Properties=species:S:1:pos:R:3:forces:R:3:mulliken_charge:R:1 method="wB97M-V/def2-TZVPD" largest_force_ha_per_bohr=0.092 smiles="CC=O.CSS" de_lowest_kj_mol=142.4 homo_energy_ev=-8.7 energy_ev=-26957.13299
C 2.3294 1.9460 -0.6072 0.692 2.264 -2.256 0.16
C 2.2745 2.9888 -1.7059 -3.034 -3.399 -1.361 -0.87
O 2.5081 2.2900 0.5033 0.175 -0.246 2.639 -0.45
C -2.7985 -2.6158 2.1180 0.505 -1.717 -2.110 -0.67
H -3.3636 -1.8882 2.6172 -0.033 1.374 1.034 0.26
H 1.6274 2.4823 -2.5160 0.826 0.959 0.855 0.25
H 3.1467 3.2531 -2.1854 2.244 0.467 -0.648 0.31
H -0.3814 -2.9032 -0.1378 -0.695 0.087 -0.187 0.15
H 2.2054 0.9572 -0.9698 -0.175 -1.768 0.107 0.33
S -1.1746 -1.8563 -0.5165 -0.205 -0.006 0.649 -0.20
H -3.3865 -3.5824 2.2895 1.637 0.945 -0.043 0.23
S -3.0734 -2.2919 0.2973 0.709 -0.364 -0.146 -0.04
H -1.6575 -2.5900 2.1723 -1.907 -0.311 0.798 0.28
H 1.7440 3.8104 -1.3589 -0.738 1.715 0.669 0.27

---

# 4
83
Properties=species:S:1:pos:R:3:forces:R:3:mulliken_charge:R:1 method="wB97M-V/def2-TZVPD" largest_force_ha_per_bohr=0.055 total_charge=-1 de_lowest_kj_mol=0.0 homo_energy_ev=-5.1 energy_ev=-108341.62009
S -3.1190 -2.3859 3.6579 0.529 0.282 -0.483 -0.23
C 3.0507 -1.7412 -1.4088 -0.618 0.289 -1.477 -1.24
C -2.7499 2.7581 -3.9261 0.178 -0.167 0.765 0.33
C 1.2130 -3.0447 -0.3747 0.479 -0.414 0.427 -0.99
C 3.4998 0.7948 3.1850 0.880 -0.527 2.159 -0.34
C -2.6891 -2.1371 1.1328 -0.225 -0.013 0.014 -0.05
N 0.2076 0.4657 2.2819 -0.967 -0.722 -0.136 0.28
H 2.6908 1.7025 0.0265 -0.358 0.133 0.188 0.46
C 0.1095 0.3037 -3.6305 -1.055 0.273 0.452 -0.03
N -0.2221 -0.7105 -2.6103 0.260 0.004 -0.737 -0.19
C -1.4832 3.3040 -4.2817 -1.862 -0.710 0.593 0.25
S -2.8565 -3.2693 -2.6801 0.252 -0.209 0.020 -0.34
H -2.8154 0.2870 4.6549 0.055 -0.200 -0.415 0.19
H -4.0368 0.1087 -3.0682 0.018 0.498 0.739 0.12
C -2.9534 3.1363 1.8946 -0.219 -0.192 1.667 0.71
H 1.2820 1.6559 -2.5161 0.026 0.184 -0.267 0.04
H 6.8962 -0.0209 0.4842 0.434 -0.221 0.399 0.23
H -1.6001 4.0447 0.4423 0.709 -0.672 -0.524 0.15
C 0.5517 -2.7076 3.7598 -0.059 1.288 -0.127 -1.00
C 2.7459 1.2802 2.1608 -1.103 0.213 -1.013 -0.43
O -2.7571 1.8876 1.5060 -0.191 0.736 0.060 -0.79
S 0.5094 -0.4502 4.8757 -0.068 0.470 -0.273 -0.15
C -3.0467 2.4477 -2.5313 -0.016 0.750 -0.717 0.49
O -3.5298 3.3996 2.9554 0.224 -0.725 -0.988 -0.69
N -4.3764 1.8365 -5.6500 -1.530 -0.719 -1.408 -0.62
N -2.5096 -0.8723 1.6280 -0.320 0.292 1.098 0.31
N -0.4782 3.7724 -4.5588 1.416 0.564 -0.437 -0.71
N -4.3700 2.0828 -2.2593 1.630 -0.137 0.245 -0.40
H -3.5594 -0.9675 -4.2532 0.041 -0.173 0.383 0.23
H -4.6109 1.9679 -1.3014 -0.117 -0.117 0.527 0.20
C 2.6089 -2.4655 -0.1910 -0.462 -0.502 0.697 0.07
C -2.9224 -3.0691 2.0843 -0.179 -1.218 -0.076 -0.08
C -2.7999 -2.2876 -0.3314 0.153 -1.127 0.098 -0.85
H -2.0405 5.0242 1.8027 -0.116 -0.154 0.092 0.32
C 4.5539 0.9404 0.6407 0.997 -0.398 -0.226 -0.69
H 3.1112 0.7209 4.2425 0.317 0.286 -1.462 0.31
H 3.2660 -2.4643 -2.2235 -0.020 0.096 0.131 0.34
C 0.3387 -0.6023 3.1308 0.624 0.407 -0.122 -0.49
C 5.3650 0.4460 1.6766 -0.119 0.844 0.512 0.97
C 3.2545 1.3476 0.8760 0.835 -0.284 -0.678 -0.27
H -5.0899 2.1141 -2.9379 -0.418 0.267 -0.581 0.25
C 4.8250 0.4094 2.9619 -0.113 -0.072 0.128 -0.76
Sn -1.3298 0.8885 0.3260 0.202 -0.318 -0.170 1.93
H 2.6834 -0.6501 -3.8855 0.250 -0.131 -0.160 0.31
C 1.4141 1.0299 -3.4099 0.416 -0.749 1.787 -0.56
S 1.0650 1.7608 2.4222 0.533 0.292 -1.723 1.27
H 1.1941 -3.8756 -1.0985 0.168 -0.015 -0.062 0.51
C -2.3932 4.2519 1.1164 -0.434 1.910 -0.825 -0.91
C 2.4961 0.0025 -3.0261 -0.471 0.401 -0.401 -0.88
O -2.1980 2.5440 -1.6216 -0.805 -0.258 -0.274 -0.55
C -2.7266 -0.8534 2.9478 0.076 0.087 -0.914 -0.17
H -3.0212 -4.1443 2.0202 -0.203 0.187 -0.424 0.46
H 0.8717 -2.5821 5.9281 -0.121 -0.310 0.054 0.49
H 3.9584 -1.1946 -1.2357 0.574 0.297 0.196 0.55
H 3.3240 -3.2748 -0.0039 -0.012 0.262 0.378 0.41
H -3.1622 4.7523 0.4840 0.196 -0.502 0.479 0.29
H -0.7216 1.0121 -3.5442 0.254 0.073 -0.254 -0.49
H 5.0564 1.0134 -0.3403 -0.682 0.097 0.335 0.34
H -0.5916 -2.1793 -0.7854 -0.540 -0.120 -0.145 -0.66
N 2.0582 -0.7631 -1.8899 -0.298 -0.811 0.469 0.61
C 0.6657 -2.1403 4.9706 0.129 -0.098 0.845 -0.49
H 0.0347 -0.0988 -4.6392 0.076 -0.384 -0.087 0.33
H -2.0107 -4.3060 -0.5655 -0.551 0.370 -0.441 0.36
N -3.2323 -1.2410 -1.1028 0.415 -0.385 1.080 -0.46
C -3.6425 2.3225 -4.9220 1.519 0.561 1.406 -0.16
H -2.6708 1.1359 3.1240 -0.134 -0.290 0.204 0.18
H 0.5276 -3.7377 3.5843 0.166 -1.369 -0.345 0.47
O 0.6446 2.5933 1.2945 0.027 -0.319 0.272 -0.80
H 5.4555 0.1477 3.8154 -0.200 -0.118 -0.270 0.27
N 0.4112 -1.8292 2.7123 -0.404 -0.368 -0.082 0.38
N 0.3813 -1.9629 -0.7718 -0.344 0.942 -0.752 0.89
O 1.0825 2.3565 3.7034 -0.363 0.734 2.014 -0.76
C -3.2602 -1.6357 -2.3385 -0.443 0.938 0.025 0.59
C 0.7097 -1.1544 -1.8710 0.665 0.057 0.907 -0.30
H 3.4256 0.4813 -2.7198 0.162 0.141 -0.242 0.42
H 2.5065 -1.7506 0.6357 0.391 -0.279 0.097 -0.19
N -2.6766 0.2550 3.6541 -0.011 1.179 0.783 0.00
H 0.8324 -3.4308 0.5850 0.176 0.159 -0.276 0.35
N -3.7073 -0.8112 -3.2634 -0.377 0.141 -2.805 -0.26
C -2.5457 -3.4510 -1.0044 0.770 -0.519 1.338 0.08
N 6.7344 0.2125 1.4573 -0.640 -0.114 -0.072 -0.61
H 7.1706 -0.3876 2.1532 -0.102 0.084 -0.587 0.23
H 1.7228 1.6517 -4.2220 0.048 0.340 -0.604 0.66